Run P
{
  "formula": "C2H2N2OS",
  "method": "ωB97M-V with the def2-TZVPD basis set",
  "e_homo_ev": -9.91,
  "homo_lumo_gap_ev": 10.307,
  "molar_mass_g_mol": 102.12,
  "symbols": ["C", "C", "N", "N", "O", "S", "H", "H"],
  "coordinates": [[-1.9307, -0.5885, -0.8068], [2.2702, 0.1070, 0.9026], [-2.9213, -0.0024, -0.4540], [2.0530, 1.1503, 0.3334], [2.5991, -0.8287, 1.5384], [-0.7190, -1.4706, -1.2995], [1.7363, 1.0917, -0.6107], [-3.0877, 0.5412, 0.3966]]
}

***

Run Q
{
  "formula": "C2H2N2OS",
  "method": "ωB97M-V with the def2-TZVPD basis set",
  "e_homo_ev": -10.37,
  "homo_lumo_gap_ev": 8.440,
  "molar_mass_g_mol": 102.12,
  "symbols": ["C", "C", "N", "N", "O", "S", "H", "H"],
  "coordinates": [[-0.9155, 1.8646, 0.0758], [-0.1262, -0.3224, -0.0946], [-0.9475, 2.9985, -0.0436], [1.2499, -0.1638, -0.0204], [-1.3645, -2.6610, 0.0128], [-1.4546, -1.1774, 0.1550], [1.7245, -0.7373, 0.6119], [1.8340, 0.1988, -0.6969]]
}

***

Result of the stability comparison: run Q is the least stable of them.

***

Run P
{
  "formula": "C2H2N2OS",
  "method": "ωB97M-V with the def2-TZVPD basis set",
  "e_homo_ev": -8.89,
  "homo_lumo_gap_ev": 9.285,
  "molar_mass_g_mol": 102.12,
  "symbols": ["C", "C", "N", "N", "O", "S", "H", "H"],
  "coordinates": [[1.2514, 1.1964, 0.7889], [-1.4855, -0.1131, -0.3436], [1.6615, 0.2698, 0.1335], [-1.5788, -1.3028, -0.4477], [-1.6330, 1.0008, -0.0783], [2.1779, -1.0099, -0.5239], [0.6498, 1.9569, 1.2206], [-1.0433, -1.9982, -0.7496]]
}

***

Run Q
{
  "formula": "C2H2N2OS",
  "method": "ωB97M-V with the def2-TZVPD basis set",
  "e_homo_ev": -9.62,
  "homo_lumo_gap_ev": 9.556,
  "molar_mass_g_mol": 102.12,
  "symbols": ["C", "C", "N", "N", "O", "S", "H", "H"],
  "coordinates": [[0.4575, -1.3172, -0.9270], [-0.6724, -0.2750, -0.9352], [0.9547, -2.2110, -0.3861], [-0.1431, 0.6780, 0.0426], [-1.7150, -0.1380, -1.4308], [1.1006, 0.5332, 1.3471], [0.9375, 1.6472, 1.8069], [-0.9198, 1.0829, 0.4825]]
}

***

Result of the stability comparison: run Q is the least stable of them.

***

Run P
{
  "formula": "C4H10I2Si",
  "method": "ωB97M-V with the def2-TZVPD basis set",
  "e_homo_ev": [-7.87, -8.38],
  "homo_lumo_gap_ev": [7.534, 6.899],
  "molar_mass_g_mol": 340.02,
  "symbols": ["C", "C", "C", "C", "Si", "I", "I", "H", "H", "H", "H", "H", "H", "H", "H", "H", "H"],
  "coordinates": [[0.3411, -0.1586, -2.2644], [0.6711, -1.1937, 2.5321], [-0.5402, 1.1335, -1.9017], [1.1757, -0.0690, 1.7357], [-1.1994, 0.9876, -0.0813], [-2.1852, -1.2650, 0.3706], [-2.9670, 2.7086, -0.1324], [1.3246, -0.0904, -1.8439], [-0.1622, -1.1076, -2.0385], [0.3671, -0.3453, -3.3000], [0.6311, -0.9438, 3.5741], [-0.4348, -1.2304, 2.2158], [1.0823, -2.2507, 2.3849], [-1.3668, 1.2522, -2.5407], [0.2540, 1.9168, -2.0219], [2.0211, -0.2339, 1.1556], [0.9874, 0.8898, 2.1561]]
}

***

Run Q
{
  "formula": "C4H10I2Si",
  "method": "ωB97M-V with the def2-TZVPD basis set",
  "e_homo_ev": -9.57,
  "homo_lumo_gap_ev": 9.713,
  "molar_mass_g_mol": 340.02,
  "symbols": ["C", "C", "C", "C", "Si", "I", "I", "H", "H", "H", "H", "H", "H", "H", "H", "H", "H"],
  "coordinates": [[1.5691, 2.4039, 1.2146], [-1.3402, -2.6387, -1.5404], [1.9222, 0.9835, 1.4603], [-1.8659, -2.6815, -0.3048], [2.7117, 0.1458, -0.0161], [2.7647, -2.3259, 0.1541], [5.0940, 0.9988, -0.2370], [2.4148, 2.7838, 0.7218], [0.6336, 2.4596, 0.5717], [1.2982, 2.9548, 2.1260], [-1.6925, -3.1524, -2.3292], [-0.2910, -2.2773, -1.6706], [2.1043, 0.4940, -1.2178], [1.0785, 0.4418, 1.8324], [2.6697, 1.2041, 2.3340], [-2.8039, -3.1231, -0.2531], [-1.4918, -2.2042, 0.5261]]
}

***

Result of the stability comparison: run P is the least stable of them.

***

Run P
{
  "formula": "C7H10NO2",
  "method": "ωB97M-V with the def2-TZVPD basis set",
  "total_charge": 1,
  "e_homo_ev": -13.05,
  "homo_lumo_gap_ev": 8.857,
  "molar_mass_g_mol": 140.16,
  "symbols": ["C", "C", "C", "C", "C", "C", "C", "N", "O", "O", "H", "H", "H", "H", "H", "H", "H", "H", "H", "H"],
  "coordinates": [[-1.7895, -1.0634, 0.3272], [-0.6746, -1.3117, 1.0209], [1.7818, -1.1299, 0.3059], [-1.5417, -0.3054, -0.9705], [0.6829, 1.3365, 1.3515], [0.3907, 1.5787, -0.9174], [0.4754, -0.5725, 0.3857], [-0.0347, 0.0966, -0.8964], [2.3687, -1.0352, -0.7004], [0.1748, 2.0447, 0.3163], [-2.8193, -1.1872, 0.5291], [-0.6221, -1.9241, 1.8891], [1.9757, -1.5345, 1.2526], [-1.5423, -1.0518, -1.7250], [-2.2814, 0.4233, -1.2667], [0.0464, 1.4156, 2.2296], [1.6659, 1.0178, 1.4757], [1.4737, 1.4365, -1.3434], [-0.2528, 2.0567, -1.6149], [0.5222, -0.2910, -1.6487]]
}

***

Run Q
{
  "formula": "C7H10NO2",
  "method": "ωB97M-V with the def2-TZVPD basis set",
  "total_charge": 1,
  "e_homo_ev": -12.38,
  "homo_lumo_gap_ev": 8.842,
  "molar_mass_g_mol": 140.16,
  "symbols": ["C", "C", "C", "C", "C", "C", "C", "N", "O", "O", "H", "H", "H", "H", "H", "H", "H", "H", "H", "H"],
  "coordinates": [[-1.8156, 2.3759, 1.5401], [-2.1958, 1.6981, 0.4275], [-0.5302, 2.1868, 2.1169], [-1.2740, 0.8943, -0.3244], [0.2709, 1.2244, 1.6108], [-0.0835, 0.6785, 0.3711], [0.5837, -1.2187, -1.2385], [1.6591, -2.2929, -0.7855], [0.7525, -0.8931, -2.4955], [0.9152, -0.1615, -0.2196], [-2.5820, 2.8867, 2.0869], [-3.2972, 1.6639, 0.2355], [-0.1675, 2.7549, 2.9709], [-1.5534, 0.3988, -1.1246], [1.2689, 1.0695, 1.9877], [-0.4512, -1.6214, -1.1258], [2.3197, -2.5870, -1.4653], [1.2438, -3.2250, -0.4959], [1.9811, -1.7745, 0.1072], [1.2635, -0.0328, -2.6772]]
}

***

Result of the stability comparison: run P is the least stable of them.

***

Run P
{
  "formula": "C18H26BrN3OS",
  "method": "ωB97M-V with the def2-TZVPD basis set",
  "e_homo_ev": -8.09,
  "homo_lumo_gap_ev": 8.684,
  "molar_mass_g_mol": 412.40,
  "symbols": ["C", "H", "C", "C", "N", "C", "H", "C", "C", "N", "N", "C", "O", "C", "H", "H", "S", "C", "C", "C", "C", "C", "C", "C", "H", "H", "H", "H", "Br", "C", "H", "H", "H", "H", "H", "C", "H", "C", "H", "H", "H", "H", "H", "H", "H", "H", "H", "H", "H", "H"],
  "coordinates": [[1.2913, -7.0864, 2.1033], [0.2932, -6.7201, 1.8799], [2.1730, -5.9322, 2.5612], [2.2327, -4.8249, 1.5079], [0.9126, -4.3021, 1.1948], [0.8387, -3.6919, -0.1154], [1.2713, -4.3781, -0.8474], [-0.6235, -3.4219, -0.4920], [-1.2738, -2.5799, 0.5663], [-1.9516, -1.5147, 0.4351], [-2.2223, -0.9541, -0.7649], [-2.9958, 0.1605, -0.9103], [-3.1880, 0.6279, -2.0091], [-3.5605, 0.7249, 0.3719], [-3.1982, 0.1838, 1.2434], [-4.6493, 0.6888, 0.3337], [-3.1773, 2.5061, 0.4938], [-1.4633, 2.5288, 0.0418], [-0.6086, 1.5166, 0.4503], [0.7267, 1.5011, 0.0754], [1.1793, 2.5592, -0.7036], [0.3453, 3.5921, -1.0915], [-0.9917, 3.5954, -0.7280], [-1.9079, 4.6937, -1.1566], [-2.7645, 4.2723, -1.6813], [-2.2878, 5.2295, -0.2874], [-1.3968, 5.3953, -1.8101], [0.7374, 4.3975, -1.6943], [3.0051, 2.6094, -1.2612], [1.6327, 0.3906, 0.5011], [1.0808, -0.3510, 1.0738], [2.0792, -0.0906, -0.3698], [2.4471, 0.7761, 1.1150], [-0.9759, 0.7158, 1.0738], [-1.8564, -1.3507, -1.6300], [-1.0659, -3.0953, 1.9556], [-1.4437, -2.3771, 2.6827], [0.4175, -3.3839, 2.1992], [0.5343, -3.8362, 3.1844], [0.9853, -2.4338, 2.1925], [-1.6198, -4.0306, 2.0642], [-0.6580, -2.9589, -1.4798], [-1.1510, -4.3778, -0.5406], [1.4056, -2.7429, -0.1600], [2.9143, -4.0244, 1.8450], [2.6479, -5.2502, 0.5909], [3.1897, -6.2872, 2.7402], [1.7937, -5.5357, 3.5042], [1.6990, -7.5429, 1.2045], [1.2233, -7.8473, 2.8768]]
}

***

Run Q
{
  "formula": "C18H26BrN3OS",
  "method": "ωB97M-V with the def2-TZVPD basis set",
  "e_homo_ev": -8.54,
  "homo_lumo_gap_ev": 8.989,
  "molar_mass_g_mol": 412.40,
  "symbols": ["C", "C", "C", "C", "C", "C", "C", "Br", "H", "C", "H", "H", "H", "S", "C", "C", "O", "N", "N", "C", "C", "H", "H", "C", "N", "C", "H", "C", "H", "H", "H", "C", "C", "H", "H", "H", "C", "H", "H", "H", "H", "H", "H", "H", "H", "H", "H", "H", "H", "H"],
  "coordinates": [[1.1336, 2.0283, -7.0198], [1.0973, 1.1669, -5.8004], [1.8731, 1.4505, -4.6880], [1.8323, 0.6580, -3.5522], [1.0298, -0.4758, -3.4876], [0.2511, -0.7668, -4.6012], [0.2844, 0.0397, -5.7211], [-0.8159, -0.4325, -7.2033], [-0.3938, -1.6326, -4.5833], [0.9565, -1.3605, -2.2840], [0.0631, -1.1191, -1.7068], [1.8308, -1.2293, -1.6515], [0.8901, -2.4036, -2.5849], [2.8320, 1.1753, -2.1605], [1.8104, 2.6079, -1.6568], [0.4054, 2.1286, -1.3251], [-0.5658, 2.4568, -1.9583], [0.4017, 1.2766, -0.2624], [-0.7364, 0.6766, 0.1527], [-0.7565, -0.1905, 1.0755], [-2.0851, -0.7635, 1.4535], [-2.8714, -0.2841, 0.8727], [-2.0853, -1.8359, 1.2475], [-2.3157, -0.5576, 2.9558], [-1.2292, -1.1683, 3.6914], [0.0159, -0.4938, 3.3992], [0.8073, -0.9120, 4.0217], [0.3747, -0.7067, 1.9207], [0.4857, -1.7780, 1.7399], [1.3281, -0.2197, 1.7060], [-0.0430, 0.5932, 3.5923], [-1.5064, -1.4226, 5.0988], [-0.5653, -2.5023, 5.6366], [-0.9381, -2.8734, 6.5875], [0.4372, -2.1139, 5.7972], [-0.5126, -3.3291, 4.9337], [-1.4680, -0.1775, 5.9946], [-1.7933, -0.4372, 6.9985], [-0.4593, 0.2250, 6.0547], [-2.1306, 0.5940, 5.6088], [-2.5241, -1.8310, 5.1247], [-3.2540, -1.0349, 3.2463], [-2.4025, 0.5253, 3.1542], [1.2988, 1.0333, 0.1571], [1.7720, 3.3278, -2.4729], [2.3085, 3.0451, -0.7924], [2.5254, 2.3115, -4.7055], [1.8447, 2.8409, -6.8986], [1.4155, 1.4403, -7.8933], [0.1471, 2.4505, -7.2121]]
}

***

Result of the stability comparison: run Q is the least stable of them.

***

Run P
{
  "formula": "C2H4OP2",
  "method": "ωB97M-V with the def2-TZVPD basis set",
  "e_homo_ev": [-8.91, -8.90],
  "homo_lumo_gap_ev": [6.752, 6.746],
  "molar_mass_g_mol": 106.00,
  "symbols": ["C", "C", "O", "P", "P", "H", "H", "H", "H"],
  "coordinates": [[-0.9744, 1.4312, 1.3180], [-0.9662, 0.3546, 0.8124], [1.5844, -0.7963, 0.3330], [0.3705, -1.1279, -1.3541], [-0.9567, -1.2517, 0.3069], [-0.8575, 2.4353, 1.7008], [1.8413, 0.0015, 0.7443], [0.6475, 0.2232, -1.4078], [-0.6890, -1.2700, -2.4536]]
}

***

Run Q
{
  "formula": "C2H4OP2",
  "method": "ωB97M-V with the def2-TZVPD basis set",
  "e_homo_ev": -8.45,
  "homo_lumo_gap_ev": 8.043,
  "molar_mass_g_mol": 106.00,
  "symbols": ["C", "C", "O", "P", "P", "H", "H", "H", "H"],
  "coordinates": [[2.5259, -0.4622, -0.3752], [1.7386, 0.4229, -0.2638], [-2.9750, 0.0898, -0.2264], [-1.2811, -0.1001, -0.1680], [0.5753, 1.7080, 0.2078], [3.2772, -1.1503, -0.5946], [-3.1727, 1.0215, -0.6363], [-1.1662, -0.3059, 1.3552], [0.5894, 2.1544, -1.1523]]
}

***

Result of the stability comparison: run P is the least stable of them.

***

Run P
{
  "formula": "C4H3FOS",
  "method": "ωB97M-V with the def2-TZVPD basis set",
  "e_homo_ev": -8.97,
  "homo_lumo_gap_ev": 9.144,
  "molar_mass_g_mol": 118.13,
  "symbols": ["C", "C", "C", "C", "H", "H", "H", "O", "F", "S"],
  "coordinates": [[-1.2918, 0.7452, -0.0137], [-1.2563, -0.0447, -1.0442], [0.6831, -0.3752, 0.0305], [-0.0838, 0.6081, 0.8556], [-1.8833, -0.2901, -1.8986], [-0.2533, 0.2226, 1.8693], [0.3679, 1.5621, 0.9835], [-0.0063, -0.7104, -1.0571], [-2.2421, 1.6291, 0.3511], [2.1057, -1.0046, 0.3358]]
}

***

Run Q
{
  "formula": "C4H3FOS",
  "method": "ωB97M-V with the def2-TZVPD basis set",
  "e_homo_ev": -8.90,
  "homo_lumo_gap_ev": 8.386,
  "molar_mass_g_mol": 118.13,
  "symbols": ["C", "C", "C", "C", "H", "H", "H", "O", "F", "S"],
  "coordinates": [[-0.6362, 0.0426, -0.1687], [0.2960, -0.9196, -0.0921], [1.6124, -0.1832, -0.2065], [1.2685, 1.1582, 0.0208], [-3.0070, 0.9474, 1.1335], [0.3918, -2.0581, -0.2116], [2.0402, 2.0347, -0.0778], [-0.0827, 1.3563, -0.0565], [2.8725, -0.7383, 0.2210], [-2.4912, -0.3573, 0.0186]]
}

***

Result of the stability comparison: run Q is the least stable of them.

***

Run P
{
  "formula": "C2H4NPS",
  "method": "ωB97M-V with the def2-TZVPD basis set",
  "e_homo_ev": [-9.38, -7.89],
  "homo_lumo_gap_ev": [8.594, 6.468],
  "molar_mass_g_mol": 105.10,
  "symbols": ["C", "C", "N", "P", "S", "H", "H", "H", "H"],
  "coordinates": [[-0.3566, 1.3815, 0.6258], [-0.4548, -0.6469, -0.6317], [2.0193, 0.9855, -0.8578], [1.0559, 0.3648, 0.1371], [-1.5106, 0.8144, -0.4266], [-0.4694, 2.3358, 1.1124], [-0.2109, -0.8754, -1.6669], [-0.9575, -1.4720, -0.0561], [1.4418, -0.3134, 1.1951]]
}

***

Run Q
{
  "formula": "C2H4NPS",
  "method": "ωB97M-V with the def2-TZVPD basis set",
  "e_homo_ev": -7.26,
  "homo_lumo_gap_ev": 6.839,
  "molar_mass_g_mol": 105.10,
  "symbols": ["C", "C", "N", "P", "S", "H", "H", "H", "H"],
  "coordinates": [[0.9794, -1.5501, 0.1436], [-1.7516, 1.4242, -0.0665], [1.8596, -0.6487, 0.0683], [2.7187, 0.6156, 0.0057], [-1.3074, 0.1734, -0.9756], [0.3460, -1.8000, -0.6651], [1.1686, -2.0369, 1.0727], [-2.6420, 1.3568, 0.4872], [-1.3713, 2.4657, -0.0703]]
}

***

Run R
{
  "formula": "C2H4NPS",
  "method": "ωB97M-V with the def2-TZVPD basis set",
  "e_homo_ev": -8.78,
  "homo_lumo_gap_ev": 8.556,
  "molar_mass_g_mol": 105.10,
  "symbols": ["C", "C", "N", "P", "S", "H", "H", "H", "H"],
  "coordinates": [[-0.3508, -0.4117, -0.0393], [-0.7677, 0.1083, 1.2283], [0.4819, 0.0708, -0.8548], [1.0829, 0.6567, -2.3147], [2.9712, 0.4938, -2.3778], [-0.8247, -1.4014, -0.1522], [-1.8179, 0.0959, 1.1595], [-0.3013, 1.0966, 1.4253], [-0.4737, -0.7090, 1.9256]]
}

***

Result of the stability comparison: run P is the least stable of them.